No. 1
A structure of composition C29H18Cl5INO3PPd at a distorted geometry, computed with ωB97M-V/def2-TZVPD.

```
59
Properties=species:S:1:pos:R:3:nbo_charge:R:1
Pd 0.139 -0.332 0.078 0.13
Cl -5.348 -0.865 4.771 -0.10
C -4.306 -0.358 3.446 -0.13
C -4.873 0.331 2.395 -0.22
C -4.082 0.759 1.350 -0.28
I -4.928 1.864 -0.233 0.07
C -2.675 0.537 1.250 0.37
O -1.974 0.980 0.330 -0.65
C -2.123 -0.245 2.371 0.15
N -0.807 -0.525 2.306 -0.42
C -0.241 -1.178 3.298 0.00
C -0.946 -1.605 4.429 -0.27
C -2.290 -1.354 4.519 -0.19
C -2.933 -0.660 3.471 -0.12
H -5.935 0.539 2.399 0.22
H 0.822 -1.378 3.218 0.19
H -0.428 -2.135 5.219 0.20
H -2.869 -1.670 5.376 0.21
Cl 1.903 -2.126 0.682 0.04
C 3.426 -1.412 0.289 -0.04
C 4.554 -1.894 0.936 -0.24
C 5.804 -1.382 0.627 -0.24
C 5.907 -0.399 -0.349 -0.26
C 4.772 0.083 -0.975 -0.15
C 3.488 -0.378 -0.656 -0.37
P 1.883 0.326 -1.307 0.91
C 2.523 1.879 -2.037 -0.36
C 3.264 2.713 -1.194 -0.14
C 3.724 3.946 -1.624 -0.26
C 3.411 4.400 -2.899 -0.24
C 2.614 3.615 -3.718 -0.22
C 2.174 2.369 -3.296 -0.19
C 1.864 -0.866 -2.723 -0.22
C 2.643 -0.708 -3.870 -0.26
C 2.592 -1.641 -4.894 -0.22
C 1.799 -2.772 -4.775 -0.24
C 1.054 -2.961 -3.621 -0.21
C 1.086 -2.017 -2.605 -0.22
H 4.447 -2.672 1.679 0.21
H 6.685 -1.754 1.135 0.20
H 6.882 -0.007 -0.620 0.19
H 4.878 0.848 -1.734 0.21
H 3.485 2.378 -0.188 0.20
H 4.315 4.562 -0.956 0.19
H 3.770 5.365 -3.239 0.19
H 2.325 3.979 -4.697 0.20
H 1.534 1.784 -3.939 0.25
H 3.280 0.161 -3.972 0.21
H 3.169 -1.481 -5.798 0.19
H 1.759 -3.499 -5.579 0.19
H 0.427 -3.839 -3.520 0.20
H 0.463 -2.145 -1.728 0.25
Cl -1.630 -1.096 -5.095 -0.04
C -2.175 0.254 -4.059 -0.21
Cl -1.920 1.757 -4.969 -0.03
Cl -3.899 0.068 -3.736 -0.01
C -1.244 0.209 -2.700 0.78
O -1.544 -0.722 -1.959 -0.71
O -0.376 1.080 -2.740 -0.72
```

E_HOMO (eV): -0.4
DFT total energy (eV): -121481.093
Charge: -2
Energy above the lowest of the compared OMol25 structures with the same formula, charge and spin (eV): 1.380


No. 2
A structure of composition C29H18Cl5N7O2Ti at a distorted geometry, computed with ωB97M-V/def2-TZVPD.

```
62
Properties=species:S:1:pos:R:3:mulliken_spin:R:1
Ti 0.513 -0.132 0.202 0.16
N -2.577 -3.407 1.399 0.00
C -1.817 -2.311 1.431 0.00
N -1.115 -1.856 0.441 0.01
C -1.093 -2.620 -0.746 0.05
N -0.273 -2.351 -1.686 -0.03
N 0.534 -1.268 -1.444 0.11
C 1.651 -1.226 -2.166 0.26
C 2.471 -0.114 -1.946 0.09
C 3.720 0.081 -2.568 0.03
C 4.373 1.265 -2.386 0.04
C 3.768 2.263 -1.593 0.09
C 2.592 1.983 -0.954 0.01
N 1.956 0.795 -1.060 0.12
C -2.006 -3.760 -0.885 -0.01
C -2.147 -4.474 -2.074 0.01
C -2.990 -5.566 -2.128 0.00
C -3.701 -5.962 -0.996 0.01
C -3.577 -5.262 0.188 -0.01
C -2.732 -4.162 0.229 0.01
H -3.097 -3.664 2.223 0.00
H -1.824 -1.771 2.366 0.00
H 1.886 -2.015 -2.868 0.02
H 4.121 -0.703 -3.196 0.00
H 5.332 1.447 -2.852 0.00
H 4.220 3.236 -1.477 0.00
H 2.122 2.729 -0.333 0.02
H -1.584 -4.155 -2.939 0.00
H -3.099 -6.116 -3.053 0.00
H -4.356 -6.821 -1.042 0.00
H -4.132 -5.560 1.069 0.00
O 1.548 -1.307 1.063 0.00
C 2.635 -1.517 1.810 -0.01
C 3.186 -2.792 1.902 0.00
C 4.325 -2.995 2.656 0.00
C 4.929 -1.934 3.328 0.00
C 4.378 -0.672 3.240 0.00
C 3.225 -0.445 2.486 0.01
C 2.596 0.867 2.405 0.00
N 1.566 1.213 1.642 0.00
C 1.285 2.536 1.923 0.00
C 2.152 2.994 2.854 0.00
N 2.973 1.931 3.148 0.00
H 2.710 -3.601 1.365 0.00
H 4.754 -3.986 2.719 0.00
H 5.824 -2.095 3.911 0.00
H 4.864 0.146 3.759 0.00
H 0.477 3.063 1.442 0.00
H 2.254 3.953 3.329 0.00
H 3.712 1.934 3.829 0.00
Cl -4.772 4.617 2.191 0.00
C -3.619 3.558 1.494 0.00
C -2.975 2.611 2.289 0.00
Cl -3.317 2.489 3.965 0.00
C -2.043 1.764 1.710 0.00
Cl -1.189 0.583 2.648 0.00
C -1.724 1.836 0.353 0.00
O -0.821 1.012 -0.167 0.00
C -2.374 2.786 -0.433 0.00
Cl -1.969 2.863 -2.098 0.00
C -3.316 3.641 0.133 0.00
Cl -4.102 4.801 -0.850 0.00
```

Multiplicity: 2
E_HOMO (spin up / spin down) (eV): -8.8 / -10.7
DFT total energy (eV): -130617.484
Charge: +1
Energy above the lowest of the compared OMol25 structures with the same formula, charge and spin (eV): 0.993


No. 3
A structure of composition C29H19Cl2N10NaO6S at a distorted geometry, computed with ωB97M-V/def2-TZVPD.

```
68
Properties=species:S:1:pos:R:3:nbo_charge:R:1
Na 7.588 10.334 11.868 0.93
O 7.945 5.547 6.848 -0.67
C 7.634 6.797 7.311 0.31
C 8.193 7.933 6.804 -0.35
C 7.969 9.137 7.461 0.15
N 7.194 9.236 8.483 -0.45
C 6.586 8.134 8.946 0.13
C 6.697 6.900 8.322 -0.30
C 5.593 8.369 10.038 0.73
O 4.565 7.674 9.930 -0.73
O 5.884 9.244 10.941 -0.83
C 8.751 10.323 6.972 0.75
O 9.980 10.116 7.174 -0.81
O 8.245 11.341 6.469 -0.74
H 8.583 5.687 6.168 0.47
H 8.945 7.935 6.000 0.21
H 6.118 6.034 8.635 0.24
Cl 9.687 9.869 16.693 -0.08
C 10.372 9.445 15.119 -0.20
C 11.724 9.137 15.171 -0.21
C 12.453 8.849 14.020 -0.16
Cl 14.155 8.578 14.133 -0.05
C 11.765 8.829 12.781 -0.03
C 12.419 8.482 11.516 -0.15
C 11.662 8.411 10.397 -0.29
C 10.340 8.854 10.464 0.04
N 9.703 9.297 11.563 -0.45
C 10.406 9.206 12.728 0.03
C 9.594 9.528 13.934 0.46
O 8.384 9.867 13.899 -0.77
H 12.175 9.162 16.180 0.22
H 13.468 8.365 11.558 0.21
H 11.974 8.257 9.407 0.22
H 9.744 8.890 9.543 0.22
N 7.296 15.482 11.089 -0.61
C 6.963 16.144 12.319 0.16
C 6.160 17.278 12.298 -0.24
C 5.965 17.975 13.478 -0.21
C 6.436 17.479 14.699 -0.24
C 7.195 16.339 14.689 -0.21
C 7.451 15.633 13.520 -0.25
S 8.453 14.240 13.505 0.48
N 7.793 13.438 12.111 -0.57
C 7.308 14.076 11.178 0.42
C 6.636 13.334 10.088 0.12
C 6.879 13.642 8.737 -0.28
C 6.166 12.865 7.803 -0.12
C 5.162 11.987 8.263 -0.25
C 4.980 11.836 9.619 0.07
N 5.716 12.447 10.519 -0.42
H 6.828 15.814 10.249 0.40
H 5.755 17.567 11.376 0.20
H 5.353 18.878 13.436 0.20
H 6.196 18.116 15.586 0.21
H 7.572 15.955 15.634 0.22
H 7.793 14.198 8.442 0.23
H 6.445 12.955 6.748 0.24
H 4.589 11.322 7.619 0.22
H 4.293 11.040 9.972 0.22
N 11.983 11.810 8.097 -0.63
N 12.197 12.021 9.453 0.18
N 11.289 12.608 10.171 -0.27
C 11.950 12.755 11.345 0.09
N 13.179 12.262 11.298 -0.29
N 13.310 11.790 10.076 -0.12
H 11.139 11.253 7.935 0.45
H 12.862 11.275 7.839 0.36
H 11.438 13.150 12.167 0.20
```

E_HOMO (eV): -2.1
DFT total energy (eV): -97866.822
Charge: -2
Energy above the lowest of the compared OMol25 structures with the same formula, charge and spin (eV): 0.443